1.
Computed, not measured: 4 unconnected molecules or ions with the total composition C21H45BrO7, with the ωB97M-V functional and the def2-TZVPD basis.

Output
- Total charge: 0
- Lowest unoccupied orbital energy: 0.2 eV
- E_tot: -106874.208 eV
- Kohn-Sham gap: 9.69 eV

Structure (XYZ):
```
74
Properties=species:S:1:pos:R:3:forces:R:3
C 2.0013 0.7712 3.6544 -0.611 0.054 0.349
O 3.1793 1.2657 2.8757 -2.142 -0.771 -0.220
C 2.8222 1.4887 1.4650 -1.285 0.704 -0.688
C 3.0940 3.0536 0.9532 0.569 -1.079 -0.042
C 1.9396 3.3729 -0.1658 1.207 0.771 -0.935
C 0.7423 4.3744 0.3332 -0.783 -0.703 -0.716
C 0.3818 4.2920 1.9300 -0.447 0.554 0.225
C -1.2650 4.3112 2.2196 0.289 1.568 0.635
C -1.7027 3.3741 3.4924 0.622 -0.306 0.187
C -1.9085 1.7836 3.1409 -0.671 -0.176 0.800
C -2.6768 1.4853 1.7230 -0.720 -0.981 2.764
Br -1.2296 1.2826 0.3507 -1.013 0.481 0.232
C -4.0407 2.3223 1.3656 1.917 1.661 -2.858
O -5.0133 1.3202 0.8896 2.832 -2.623 -0.094
C -4.2385 0.0532 0.7481 -0.641 -3.128 -2.007
O -4.3951 -0.9599 -0.1231 0.877 7.510 6.468
O -3.2417 0.1309 1.8673 -1.489 0.682 -3.584
H 2.3211 0.4652 4.7628 -0.353 0.597 -2.706
H 1.4559 -0.1385 3.1064 1.376 1.825 1.180
H 1.1725 1.6183 3.7960 1.824 -1.549 -0.455
H 1.6515 1.2895 1.3507 2.459 0.406 0.165
H 3.3647 0.7551 0.7086 -0.899 1.377 1.831
H 4.1916 3.0597 0.4841 -2.513 0.094 0.837
H 3.1304 3.8229 1.8423 -0.372 -1.646 -1.685
H 1.5561 2.3548 -0.6441 0.628 2.150 1.227
H 2.4915 3.9366 -1.0613 -1.284 -1.246 1.826
H 0.9858 5.4773 -0.0517 -0.511 -2.382 1.227
H -0.2454 4.0432 -0.2473 2.147 0.787 1.131
H 0.7797 3.3397 2.4837 -0.424 1.767 -1.391
H 0.8732 5.2555 2.4349 -1.145 -2.269 -0.820
H -1.8797 4.1194 1.2406 1.211 0.133 1.894
H -1.4996 5.4369 2.5360 0.264 -2.414 -0.715
H -0.8102 3.4263 4.2777 -1.940 -0.070 -1.582
H -2.6693 3.7568 4.0682 2.016 -0.664 -1.493
H -0.9035 1.1594 3.1859 -2.139 1.456 -0.384
H -2.5991 1.3392 4.0070 1.364 0.863 -1.990
H -4.4068 3.1861 2.0720 0.387 -2.544 -0.740
H -3.7689 2.9173 0.3755 -0.524 -1.048 2.002
C -6.4388 -2.5968 -3.7070 -0.307 0.106 -0.144
C -5.0659 -2.8978 -4.2869 -0.035 0.026 0.688
C -4.4208 -4.0879 -3.5949 0.205 -0.269 -0.125
O -4.2290 -1.7539 -4.1375 0.156 0.165 -0.057
H -6.3683 -2.3462 -2.6426 0.079 -0.139 -0.055
H -6.8859 -1.7305 -4.2063 0.072 -0.164 -0.002
H -7.1117 -3.4524 -3.8207 0.036 0.091 0.044
H -5.1559 -3.1001 -5.3598 0.147 0.200 0.105
H -4.2787 -3.8902 -2.5264 -0.159 0.029 -0.062
H -3.4283 -4.2852 -4.0140 -0.169 0.015 -0.023
H -5.0331 -4.9883 -3.7052 0.076 0.064 0.051
H -4.1436 -1.5667 -3.1879 -0.077 -0.092 -0.345
C -0.6001 -2.3468 -2.0968 -0.023 0.159 -0.309
C 0.6822 -2.6620 -1.3433 -0.630 -0.162 0.265
C 0.5998 -4.0125 -0.6499 0.273 -0.243 0.046
O 0.9213 -1.6465 -0.3724 0.170 0.249 0.204
H -1.4554 -2.3020 -1.4133 0.074 -0.128 0.018
H -0.5311 -1.3667 -2.5807 0.041 -0.170 0.013
H -0.8040 -3.1019 -2.8625 -0.034 0.099 0.071
H 1.5286 -2.6564 -2.0388 -0.014 0.170 0.211
H -0.2129 -4.0268 0.0850 -0.045 0.046 -0.163
H 1.5248 -4.2206 -0.1015 -0.079 0.026 -0.140
H 0.4320 -4.8176 -1.3721 -0.009 0.057 0.107
H 0.1747 -1.6441 0.2494 0.252 -0.011 -0.301
C 6.1680 -1.8976 0.6337 -0.131 0.048 0.349
C 5.4011 -1.6180 -0.6490 0.626 -0.183 -0.037
C 5.7547 -2.6206 -1.7358 -0.234 -0.141 -0.254
O 5.7050 -0.3018 -1.1036 -0.002 0.276 -0.088
H 7.2486 -1.8206 0.4689 -0.073 -0.108 -0.104
H 5.9127 -1.1610 1.4030 -0.053 -0.127 -0.109
H 5.9435 -2.8975 1.0179 0.065 0.097 -0.017
H 4.3245 -1.6555 -0.4497 0.110 0.220 -0.085
H 6.8206 -2.5692 -1.9846 -0.034 -0.031 0.159
H 5.2046 -2.3996 -2.6568 0.008 -0.041 0.168
H 5.5178 -3.6422 -1.4227 0.060 0.081 -0.057
H 6.6590 -0.2592 -1.2829 -0.426 -0.057 0.102
```
Forces are in eV/Å.

2.
Computed, not measured: 2 unconnected molecules or ions with the total composition C21H45N2O2PS, with the ωB97M-V functional and the def2-TZVPD basis.

Output
- Total charge: +1
- <S²>: 0.754
- Lowest unoccupied orbital energy (alpha / beta): -2.5 / -2.5 eV
- E_tot: -49698.212 eV
- Multiplicity: 2
- Kohn-Sham gap (alpha / beta): 7.59 / 7.78 eV

Structure (XYZ):
```
72
Properties=species:S:1:pos:R:3:forces:R:3
C 2.2564 0.5591 3.1321 0.077 -0.023 0.088
C 2.6121 1.4829 1.9731 -0.153 0.127 0.331
C 1.4749 1.7157 0.9980 0.695 -0.084 -0.322
O 0.4004 2.3368 1.6388 -0.249 -0.322 0.216
C -0.8644 2.1723 1.0163 0.298 0.243 -0.060
C -1.8893 1.5539 1.9696 0.065 -0.049 0.168
P -1.8163 2.6295 3.4763 -0.343 1.090 -0.197
S -2.1081 4.5325 3.1284 0.089 -0.423 0.027
C -3.2418 1.7065 1.2735 0.008 -0.397 -0.032
C -4.3464 0.7322 1.6748 -0.206 0.273 -0.276
C -5.4642 0.8720 0.6387 0.031 -0.057 0.028
C -4.9497 0.9984 3.0551 -0.093 0.020 -0.106
N -3.8067 -0.6407 1.5852 -0.041 0.200 0.526
O -4.6655 -1.5758 1.5304 -0.101 -0.170 -0.238
C -2.5770 -1.0044 2.3248 0.382 -0.371 0.007
C -2.9150 -1.3613 3.7927 0.164 0.395 -0.009
C -2.0231 -2.2688 1.6310 -0.376 0.181 -0.151
C -1.4858 0.0881 2.2536 -0.193 0.245 0.197
H 1.2596 0.7704 3.5135 -0.043 0.056 -0.005
H 2.9514 0.6987 3.9580 0.047 -0.034 0.025
H 2.2991 -0.4944 2.8552 -0.080 -0.066 -0.104
H 2.9135 2.4533 2.3698 0.024 0.054 -0.038
H 3.4690 1.0849 1.4279 0.080 0.026 -0.104
H 1.8561 2.3489 0.1836 -0.122 0.070 -0.111
H 1.1821 0.7560 0.5447 -0.201 -0.073 0.088
H -0.7520 1.5091 0.1547 -0.182 -0.047 -0.135
H -1.2138 3.1454 0.6738 -0.047 0.109 -0.020
H -2.7703 2.1324 4.3678 0.148 -0.365 0.096
H -0.5970 2.3262 4.0911 0.027 -0.264 0.029
H -3.0629 1.5293 0.2087 -0.029 0.105 -0.113
H -3.6092 2.7264 1.3798 0.033 0.118 -0.033
H -5.1120 0.5754 -0.3475 0.008 -0.052 -0.068
H -6.3241 0.2633 0.8995 0.007 -0.097 -0.003
H -5.7868 1.9104 0.5885 0.032 0.096 0.045
H -4.2637 0.8313 3.8777 0.036 0.015 0.025
H -5.3005 2.0292 3.0907 0.013 0.077 0.065
H -5.8116 0.3479 3.1910 -0.006 -0.080 0.070
H -2.3337 -2.2274 4.0971 -0.012 -0.109 0.068
H -2.6509 -0.5516 4.4740 -0.071 0.057 0.021
H -3.9727 -1.5692 3.9110 -0.055 -0.241 -0.036
H -0.9495 -2.3487 1.7863 0.078 -0.101 0.203
H -2.2221 -2.2107 0.5603 0.115 0.059 -0.071
H -2.5231 -3.1612 1.9934 0.020 -0.080 0.041
H -0.7547 -0.2013 1.5001 0.009 -0.011 -0.137
H -0.9501 0.0532 3.2044 0.152 -0.140 -0.033
C 4.4716 -0.7761 -6.0418 -0.037 -0.063 0.052
C 3.5555 -1.8575 -5.4687 0.164 0.076 -0.063
C 2.4061 -1.4228 -4.5725 0.011 -0.163 -0.124
N 2.7251 -0.6765 -3.2931 -0.079 0.153 0.133
C 3.0956 0.7431 -3.5732 0.053 -0.046 -0.012
C 1.4804 -0.7037 -2.4281 -0.059 -0.100 0.061
C 1.5693 -2.0057 -1.6589 0.058 -0.031 -0.027
C 3.0625 -2.1198 -1.3308 -0.024 -0.009 -0.015
C 3.7877 -1.3641 -2.4553 0.036 -0.074 0.149
H 5.2028 -0.4233 -5.3135 -0.007 0.028 -0.004
H 5.0389 -1.1845 -6.8755 0.003 -0.010 -0.012
H 3.9063 0.0782 -6.4169 0.006 0.010 -0.009
H 4.1523 -2.6301 -4.9812 -0.021 -0.025 -0.005
H 3.0648 -2.3691 -6.2994 -0.068 -0.009 0.023
H 1.8556 -2.3113 -4.2665 -0.015 0.013 0.012
H 1.7168 -0.7774 -5.1172 0.010 0.039 0.005
H 2.3219 1.1908 -4.1913 -0.007 0.033 -0.001
H 4.0523 0.7812 -4.0792 -0.031 -0.004 -0.056
H 3.1682 1.2703 -2.6256 -0.018 0.010 0.016
H 1.5363 0.1519 -1.7569 0.006 0.028 0.002
H 0.6058 -0.6090 -3.0675 -0.002 0.081 -0.013
H 1.2307 -2.8449 -2.2662 -0.008 -0.007 0.012
H 0.9475 -1.9827 -0.7666 -0.030 0.026 0.000
H 3.3864 -3.1555 -1.2676 0.027 -0.002 -0.021
H 3.2838 -1.6549 -0.3712 -0.030 0.036 0.000
H 4.3721 -2.0138 -3.0965 0.003 0.040 -0.045
H 4.4422 -0.5890 -2.0666 0.027 0.009 -0.014
```
Forces are in eV/Å.

| no. | strongest force on any atom (eV Å⁻¹) |
| --- | --- |
| 1 | 9.95 |
| 2 | 1.16 |